A cluster of 4 separate species, C3H13NO3 in total at a distorted geometry. Source: the Open Molecules 2025 dataset; level of theory: ωB97M-V/def2-TZVPD.

Positions of all 20 atoms, in Å:
1 C 0.10 0.81 1.86
2 C -0.42 0.65 0.48
3 C 0.72 0.90 -0.52
4 O 0.24 1.53 -1.69
5 N -0.59 0.10 2.88
6 H 1.23 0.58 1.91
7 H 0.03 1.89 2.09
8 H -0.82 -0.35 0.25
9 H -1.21 1.40 0.35
10 H 1.40 1.59 0.02
11 H 1.30 0.02 -0.83
12 H -0.22 0.84 -2.20
13 H -0.65 0.51 3.79
14 H -1.19 -0.70 2.72
15 H -0.09 -1.53 -1.55
16 H -0.70 -1.88 -2.97
17 O -0.48 -1.11 -2.42
18 H 0.42 -1.21 1.35
19 H 0.36 -3.03 -0.23
20 O 0.49 -2.08 -0.34

Computed properties:
LUMO = -2.35 eV
HOMO energy = -9.5 eV
max |F| = 3.7 eV/A